Record 1
Below is C7H20N2O10V as an isolated structure in a non-equilibrium geometry, with properties calculated with wB97M-V/def2-TZVPD.

The geometry in XYZ format:
```
40
Properties=species:S:1:pos:R:3:forces:R:3
V -0.391 0.282 -0.340 -2.16 -1.15 0.94
N -2.957 -1.452 -1.463 0.49 0.48 1.41
O -3.650 -0.724 -2.064 -4.06 2.65 -3.48
O -1.823 -1.067 -1.261 4.74 -0.27 0.65
O -3.360 -2.480 -0.987 -0.86 -3.53 1.22
N -2.544 2.610 -1.836 0.29 -2.45 -0.65
O -1.747 1.752 -1.382 -0.05 -0.18 0.01
O -2.148 3.783 -1.760 -1.24 1.07 -0.48
O -3.605 2.181 -2.403 1.52 2.14 0.98
C -3.459 -0.244 3.023 -0.70 -0.07 -1.60
C -2.382 0.713 2.558 3.12 0.28 -1.63
O -1.625 0.393 1.382 -1.34 0.08 1.07
H -4.328 0.081 2.449 -0.56 -0.02 0.26
H -3.702 -0.215 4.085 0.20 -0.06 0.09
H -3.324 -1.243 2.609 0.52 -0.23 0.50
H -1.599 0.865 3.301 0.09 -0.21 1.08
H -2.816 1.710 2.485 -0.48 0.44 -0.25
C 3.012 -1.985 1.350 -0.01 -0.48 0.35
C 1.552 -2.238 1.136 -2.74 0.83 -0.82
O 0.830 -1.273 0.442 1.50 0.20 -0.23
H 3.389 -2.748 2.030 0.19 -0.18 0.26
H 3.115 -1.020 1.846 0.46 0.22 -0.47
H 3.523 -2.160 0.404 0.35 0.79 -0.02
H 1.025 -2.432 2.070 0.17 0.11 0.95
H 1.415 -3.202 0.646 0.33 -0.69 -0.54
C 2.634 -1.144 -2.481 -0.29 -0.42 -0.48
C 2.091 0.259 -2.532 0.57 0.12 1.67
O 0.702 0.228 -2.273 0.40 0.31 -1.21
H 3.723 -1.150 -2.522 0.05 -0.19 -0.34
H 2.143 -1.607 -3.337 0.62 -0.52 -0.44
H 2.290 -1.764 -1.652 -0.07 0.69 0.48
H 2.291 0.711 -3.504 -0.01 0.11 -0.18
H 2.538 0.902 -1.774 0.05 -0.02 0.09
H 0.390 -0.024 -3.145 -1.39 -0.15 0.38
C 1.572 2.236 1.157 -0.01 -1.15 0.10
O 0.899 1.925 -0.078 0.93 1.32 1.22
H 1.171 1.641 1.978 -0.32 -0.11 -0.30
H 2.596 1.897 0.998 0.37 0.47 0.41
H 1.459 3.286 1.425 0.19 0.08 -0.18
H 1.100 2.718 -0.580 -0.86 -0.32 -0.83
```
Forces are in eV/Å.

Properties
2S+1: 4
E_HOMO (spin up / spin down) in eV: 0.370 / -0.793
Total charge: -2

Here are the natural (NBO) charges for atoms 1 to 8, given in e: 1.22, 0.76, -0.49, -0.58, -0.56, 0.72, -0.54, -0.56

=====

Record 2
Below is an isolated ion of composition C5H8N and charge +1 in a non-equilibrium geometry, with properties calculated with wB97M-V/def2-TZVPD.

The geometry in XYZ format:
```
14
Properties=species:S:1:pos:R:3:forces:R:3
C 1.629 -0.754 -0.400 -1.24 0.95 2.31
C 0.095 1.636 -0.258 0.20 1.21 -0.52
C 0.943 0.004 1.096 1.18 -1.33 -3.09
C 1.109 0.601 -0.198 -0.11 -0.40 0.63
C -1.372 -0.479 0.048 -0.71 -0.69 -0.40
N -0.320 0.409 0.471 0.35 0.02 0.77
H 2.698 -0.867 -0.401 0.22 0.07 -0.01
H 1.031 -1.542 -0.825 -0.11 0.00 -0.14
H 0.229 2.505 0.382 -0.07 -0.09 -0.05
H -0.417 1.836 -1.194 -0.09 -0.14 0.04
H 1.264 0.070 2.109 0.14 0.24 0.46
H -2.227 0.115 -0.271 0.09 -0.01 0.04
H -1.089 -1.151 -0.766 0.09 0.07 0.03
H -1.667 -1.080 0.908 0.03 0.09 -0.08
```
Forces are in eV/Å.

Properties
2S+1: 1
Structure (SMILES): C[N@+]12C[C@]13C[C@@H]32
Relative energy (zero: lowest compared OMol25 entry of this formula, charge and spin) in kJ/mol: 535.7
E_HOMO in eV: -14.774
Total charge: +1

Here are the natural (NBO) charges for atoms 1 to 8, given in e: -0.35, -0.17, -0.03, 0.17, -0.43, -0.21, 0.27, 0.25